# 1
46
Properties=species:S:1:pos:R:3 method="wB97M-V/def2-TZVPD" orbital_gap_ev=9.007 e_above_lowest_kcal_mol=1.1 smiles="Cc1ccc(C)c(NC(=O)NC2CCCCCCC2)c1" energy_ha=-848.1783 e_homo_ev=-8.3 multiplicity=1
C 1.319 -5.258 3.735
C 0.846 -4.705 2.425
C 0.329 -5.546 1.447
C -0.100 -5.033 0.239
C -0.044 -3.673 -0.043
C -0.462 -3.159 -1.383
C 0.438 -2.824 0.955
N 0.542 -1.432 0.746
C -0.527 -0.617 0.419
O -1.649 -1.018 0.198
N -0.189 0.706 0.393
C -1.127 1.702 -0.093
C -1.121 1.759 -1.632
C 0.184 2.216 -2.296
C 0.189 3.677 -2.759
C -0.415 4.702 -1.802
C 0.343 4.930 -0.496
C 0.415 3.736 0.461
C -0.921 3.012 0.678
C 0.892 -3.347 2.162
H 1.881 -4.514 4.295
H 0.467 -5.570 4.340
H 1.951 -6.130 3.577
H 0.275 -6.609 1.631
H -0.478 -5.705 -0.518
H 0.261 -2.433 -1.754
H -0.549 -3.975 -2.096
H -1.423 -2.653 -1.302
H 1.284 -0.991 1.271
H 0.785 0.959 0.410
H -2.113 1.312 0.189
H -1.344 0.740 -1.957
H -1.948 2.384 -1.968
H 0.357 1.601 -3.183
H 1.026 2.028 -1.632
H 1.217 3.966 -2.990
H -0.381 3.736 -3.691
H -1.447 4.431 -1.581
H -0.448 5.660 -2.329
H 1.362 5.252 -0.725
H -0.149 5.755 0.026
H 1.175 3.037 0.117
H 0.766 4.119 1.423
H -1.744 3.689 0.447
H -1.011 2.754 1.736
H 1.284 -2.670 2.911

# 2
9
Properties=species:S:1:pos:R:3 method="wB97M-V/def2-TZVPD" orbital_gap_ev="4.517 / 7.609" e_above_lowest_kcal_mol=105.7 total_charge=+1 energy_ha=-1618.3140 e_homo_ev="-10.5 / -13.7" multiplicity=5
H 1.482 1.438 -0.332
O -0.877 0.333 -1.013
C 0.122 0.607 -0.124
C 0.392 -0.402 0.749
O -0.418 -1.483 0.802
Li -0.069 -1.234 -1.711
Co -2.023 -0.821 0.021
H 0.064 1.993 0.289
H 1.327 -0.430 1.320

# 3
50
Properties=species:S:1:pos:R:3 method="wB97M-V/def2-TZVPD" orbital_gap_ev=6.112 e_above_lowest_kcal_mol=38.2 energy_ha=-1314.7827 e_homo_ev=-7.5 multiplicity=1
O -0.255 -2.841 -2.753
F 1.557 2.631 1.273
F -0.261 3.619 0.136
O -3.582 -0.357 4.510
C 0.298 -3.512 -1.872
C 0.123 0.374 -1.794
C 2.803 2.461 -2.776
C -0.475 0.322 -0.522
C 1.059 1.329 -1.977
C 2.084 1.339 -2.945
C -1.442 -0.553 -0.076
C 2.349 3.098 -1.623
C -1.755 1.178 3.700
C -2.666 -0.615 2.227
C -0.854 1.600 2.808
C -2.691 0.093 3.475
C -1.759 -0.170 1.262
C -0.903 0.998 1.585
N -0.180 1.287 0.475
N -0.179 -3.821 -0.629
N 1.329 2.386 -1.139
B 0.622 2.506 0.229
C -3.172 0.177 5.817
C 1.618 -4.199 -2.153
C 2.186 0.318 -4.045
C 3.202 4.162 -1.000
C -1.875 -1.827 -0.673
C -1.360 -3.194 -0.062
H -0.029 -0.442 -2.508
H 3.627 2.877 -3.274
H -1.825 1.694 4.611
H -3.313 -1.460 2.055
H -0.238 2.398 3.071
H 0.503 -4.226 0.002
H -3.470 1.244 5.845
H -3.678 -0.350 6.568
H -2.100 0.169 5.859
H 2.395 -4.190 -1.395
H 1.399 -5.234 -2.288
H 2.199 -3.855 -3.005
H 1.209 -0.060 -4.299
H 2.564 0.671 -5.022
H 2.923 -0.386 -3.594
H 3.526 4.818 -1.776
H 2.685 4.751 -0.264
H 4.016 3.699 -0.452
H -3.038 -1.852 -0.684
H -1.583 -1.897 -1.721
H -1.423 -3.205 1.111
H -2.169 -3.950 -0.300

# 4
32
Properties=species:S:1:pos:R:3 method="wB97M-V/def2-TZVPD" orbital_gap_ev=6.063 energy_ha=-1702.2634 e_homo_ev=-7.2 multiplicity=1
O 2.531 -0.660 3.131
S 2.401 0.299 2.077
O 3.537 1.138 1.903
Cl 0.802 1.518 2.450
C 2.122 -0.561 0.504
C 1.807 -2.042 0.728
C 0.328 -2.465 0.609
C -0.580 -1.895 1.699
N -1.413 -0.688 1.370
O -2.805 -0.964 1.577
B -1.319 -0.089 -0.057
O -0.927 1.159 -0.215
O -1.679 -0.886 -1.108
H 1.444 -0.018 -0.151
H 3.101 -0.491 0.035
H 2.190 -2.421 1.670
H 2.321 -2.591 -0.061
H 0.370 -3.538 0.802
H -0.042 -2.394 -0.409
H 0.037 -1.666 2.570
H -1.258 -2.666 2.051
H -1.196 0.054 2.042
H -2.905 -1.016 2.537
H -0.360 1.209 -1.047
H -2.590 -1.192 -1.049
C -1.022 3.885 -3.505
C -0.608 2.435 -3.214
O 0.257 2.276 -2.296
O -1.154 1.557 -3.894
H -0.494 4.588 -2.861
H -0.802 4.129 -4.545
H -2.095 3.998 -3.343

What did the first record say?
46
Properties=species:S:1:pos:R:3 method="wB97M-V/def2-TZVPD" orbital_gap_ev=9.007 e_above_lowest_kcal_mol=1.1 smiles="Cc1ccc(C)c(NC(=O)NC2CCCCCCC2)c1" energy_ha=-848.1783 e_homo_ev=-8.3 multiplicity=1
C 1.319 -5.258 3.735
C 0.846 -4.705 2.425
C 0.329 -5.546 1.447
C -0.100 -5.033 0.239
C -0.044 -3.673 -0.043
C -0.462 -3.159 -1.383
C 0.438 -2.824 0.955
N 0.542 -1.432 0.746
C -0.527 -0.617 0.419
O -1.649 -1.018 0.198
N -0.189 0.706 0.393
C -1.127 1.702 -0.093
C -1.121 1.759 -1.632
C 0.184 2.216 -2.296
C 0.189 3.677 -2.759
C -0.415 4.702 -1.802
C 0.343 4.930 -0.496
C 0.415 3.736 0.461
C -0.921 3.012 0.678
C 0.892 -3.347 2.162
H 1.881 -4.514 4.295
H 0.467 -5.570 4.340
H 1.951 -6.130 3.577
H 0.275 -6.609 1.631
H -0.478 -5.705 -0.518
H 0.261 -2.433 -1.754
H -0.549 -3.975 -2.096
H -1.423 -2.653 -1.302
H 1.284 -0.991 1.271
H 0.785 0.959 0.410
H -2.113 1.312 0.189
H -1.344 0.740 -1.957
H -1.948 2.384 -1.968
H 0.357 1.601 -3.183
H 1.026 2.028 -1.632
H 1.217 3.966 -2.990
H -0.381 3.736 -3.691
H -1.447 4.431 -1.581
H -0.448 5.660 -2.329
H 1.362 5.252 -0.725
H -0.149 5.755 0.026
H 1.175 3.037 0.117
H 0.766 4.119 1.423
H -1.744 3.689 0.447
H -1.011 2.754 1.736
H 1.284 -2.670 2.911